Record 1
DFT (ωB97M-V with the def2-TZVPD basis set) results for a 5-piece molecular cluster, C21H42Br2ClNO10PS4 overall in a non-equilibrium geometry.

Its total charge is +1. As for the frontier orbital gap: 7.906 eV. For the HOMO energy, the calculation gives -0.44223 Ha. Its spin multiplicity is 1. The value obtained for the LUMO energy is -4.13 eV. The calculation puts the total energy at -9174.49911 hartree.

Geometry (Å):
C  -3.58583  1.07824  0.48744
C  -1.98184  1.26873  0.90298
Br  -1.04972  1.69450  -0.86134
C  -1.72581  2.46071  1.99875
Br  -3.03660  2.43028  3.55203
P  0.08058  2.58803  2.63626
N  0.67935  4.25927  2.24475
Cl  1.42997  1.21263  1.70278
C  0.25608  2.30388  4.53278
C  1.66398  1.42722  4.74858
O  2.87438  1.98529  4.87232
O  1.46728  -0.05987  4.74010
H  -3.71618  0.18829  -0.28246
H  -3.89401  2.06531  -0.10783
H  -4.27819  0.85409  1.40388
H  -1.64043  0.20774  1.32401
H  -1.94576  3.49590  1.44694
H  1.28415  4.10140  1.38334
H  -0.18127  4.73031  1.84274
H  -0.60023  1.63015  4.99284
H  0.34242  3.32630  5.14100
H  2.35703  -0.52391  4.69975
C  -5.40282  -4.53295  -0.12451
C  -6.42134  -4.38476  -1.25378
C  -6.62224  -2.88992  -1.49698
S  -5.09576  -2.09590  -1.01630
O  -5.35551  -1.25696  0.13472
O  -4.42210  -1.60125  -2.20034
C  -4.27027  -3.57480  -0.46221
H  -5.04451  -5.56247  -0.03327
H  -5.86388  -4.24847  0.82887
H  -6.02931  -4.85697  -2.16278
H  -7.36878  -4.87615  -1.01130
H  -6.82645  -2.67746  -2.54944
H  -7.42484  -2.48723  -0.87300
H  -3.63037  -3.34786  0.39219
H  -3.66863  -3.95372  -1.29377
C  2.65368  2.29460  -2.90540
C  3.66413  3.39793  -3.21567
C  3.55697  4.44311  -2.10653
S  2.99582  3.57175  -0.65137
O  1.67444  4.05305  -0.30722
O  4.07503  3.51133  0.31409
C  2.83099  1.97645  -1.42821
H  2.81373  1.41023  -3.52900
H  1.63712  2.66133  -3.09132
H  4.67550  2.97373  -3.22635
H  3.48568  3.84541  -4.19842
H  4.52290  4.91086  -1.89989
H  2.81603  5.20976  -2.34927
H  1.98384  1.43798  -1.00001
H  3.75770  1.42177  -1.25332
C  6.18019  -3.31951  6.03817
C  5.39628  -2.16948  5.40768
C  5.23526  -2.48468  3.92148
S  5.25960  -4.26565  3.78292
O  6.44397  -4.65421  3.04642
O  3.93556  -4.73430  3.42555
C  5.53712  -4.59413  5.51228
H  6.15431  -3.27763  7.13097
H  7.22884  -3.26951  5.72150
H  4.40845  -2.09982  5.87914
H  5.89873  -1.20841  5.55527
H  4.28924  -2.10274  3.52946
H  6.06881  -2.08773  3.33557
H  6.17117  -5.47474  5.62839
H  4.56342  -4.76618  5.98064
C  -2.50224  0.31503  -6.64927
C  -3.38007  0.83839  -5.51344
C  -2.51277  0.90649  -4.25757
S  -0.83630  1.15848  -4.82115
O  -0.05491  -0.01166  -4.48008
O  -0.41371  2.50101  -4.47549
C  -1.20388  1.10354  -6.56398
H  -2.98350  0.43747  -7.62396
H  -2.30351  -0.75311  -6.50084
H  -3.74311  1.84208  -5.76591
H  -4.25678  0.20294  -5.35382
H  -2.80692  1.73640  -3.61008
H  -2.54464  -0.03228  -3.69778
H  -0.38020  0.63475  -7.10507
H  -1.34453  2.13228  -6.90888

Forces on atoms 1 to 2 (eV/Å):
0.387 0.658 -0.821
-1.703 -1.482 0.673



Record 2
DFT (ωB97M-V with the def2-TZVPD basis set) results for C21H42MgO30P2V as an isolated structure in a non-equilibrium geometry.

Its total charge is -2. As for the frontier orbital gap (alpha / beta): 3.292 / 3.456 eV. Its expectation value of S² is 0.803. For the HOMO energy (alpha / beta), the calculation gives 0.00693 / 0.00093 Ha. Its spin multiplicity is 2. The value obtained for the LUMO energy (alpha / beta) is 3.48 / 3.48 eV. The calculation puts the total energy at -4909.64507 hartree.

Geometry (Å):
O  0.83765  -2.60071  3.23211
V  -0.23474  -1.42908  2.96763
Mg  -2.57798  -0.53041  0.96922
P  -0.36617  -0.31199  0.74563
O  -1.16883  -1.59240  1.14185
O  -1.12031  0.29188  1.92689
O  -1.31106  -0.22065  -0.48228
O  0.93072  -1.07885  1.05251
P  -2.90291  -1.65557  3.79404
O  -3.74399  -2.13777  4.96112
O  -1.80709  -2.77419  3.64033
O  -1.62733  -1.08550  4.49058
O  -3.45947  -1.01843  2.52314
C  3.03176  4.08881  -4.71859
O  2.63991  2.72576  -4.54633
C  1.91893  2.46852  -3.46987
O  1.54280  3.29714  -2.68054
O  1.68675  1.16753  -3.46828
C  1.05292  0.56547  -2.34596
H  3.71161  4.29828  -3.89597
H  2.19406  4.78500  -4.67832
H  3.46785  4.24203  -5.70117
H  0.11142  1.08368  -2.15583
H  1.57356  0.79045  -1.41335
H  0.84276  -0.49401  -2.40385
C  -0.39400  -3.23422  -1.66106
O  0.12899  -4.04784  -2.70483
C  -0.60320  -5.04200  -3.14992
O  -1.65256  -5.39743  -2.66739
O  -0.03907  -5.56899  -4.22691
C  -0.72332  -6.56196  -4.92733
H  -1.44561  -2.95862  -1.72833
H  0.11724  -2.27569  -1.65528
H  -0.24036  -3.67917  -0.68047
H  -1.58113  -6.23784  -5.52092
H  -1.14402  -7.29984  -4.23523
H  -0.04007  -7.11779  -5.56655
C  -2.90420  3.46382  1.28035
O  -4.17113  3.23658  0.62128
C  -4.51654  2.01354  0.33276
O  -3.78119  1.06188  0.35958
O  -5.79456  2.04448  -0.04957
C  -6.43800  0.78696  -0.23095
H  -2.03157  3.14390  0.71354
H  -2.87465  2.91958  2.22215
H  -2.97369  4.54046  1.40581
H  -6.08158  0.34462  -1.16256
H  -7.50727  0.93939  -0.36470
H  -6.29338  0.14304  0.63480
C  8.45847  0.14074  0.04977
O  7.18852  -0.40709  0.31565
C  6.13461  0.08746  -0.29588
O  6.16847  1.01539  -1.07964
O  5.04576  -0.51323  0.12059
C  3.78287  -0.21424  -0.47379
H  8.43624  1.20366  -0.17757
H  8.90028  -0.40782  -0.78904
H  9.06992  -0.11227  0.91522
H  3.86587  0.44304  -1.33704
H  3.03056  0.12545  0.23538
H  3.44953  -1.19502  -0.81684
C  -3.58876  5.49278  7.29393
O  -3.87716  4.46596  6.37388
C  -2.99787  3.47646  6.13894
O  -2.15930  3.16543  6.93850
O  -3.31108  2.90775  5.00739
C  -2.70867  1.67910  4.58347
H  -3.32623  5.03764  8.24553
H  -4.42426  6.18992  7.31349
H  -2.78884  6.16847  6.97216
H  -3.44769  1.01660  4.13371
H  -2.32900  1.09750  5.42118
H  -1.95546  1.88854  3.82602
C  -2.49163  1.13956  -2.74012
O  -2.06921  2.12800  -3.68351
C  -1.98410  3.39863  -3.36678
O  -2.44232  3.88533  -2.36133
O  -1.32362  4.04537  -4.32800
C  -1.08575  5.43146  -4.08344
H  -1.79206  0.31843  -2.82380
H  -3.54280  0.93049  -2.94434
H  -2.44166  1.51442  -1.72119
H  -1.90053  6.07551  -4.42447
H  -0.13868  5.56072  -4.59915
H  -1.04766  5.67673  -3.02178
C  2.48815  -3.57546  0.54695
O  3.41778  -4.62623  0.91835
C  3.78041  -4.78247  2.18496
O  3.60537  -4.02575  3.07387
O  4.58818  -5.86854  2.32005
C  4.62969  -6.81504  1.26146
H  2.60398  -3.52527  -0.53511
H  2.78950  -2.66043  1.04777
H  1.46072  -3.81795  0.80532
H  5.05883  -7.73132  1.66998
H  5.34711  -6.50998  0.49712
H  3.63554  -7.01023  0.86921

Forces on atoms 1 to 2 (eV/Å):
0.071 1.809 0.067
-3.803 -5.970 2.504



Record 3
DFT (ωB97M-V with the def2-TZVPD basis set) results for C21H42N5SZn as an isolated structure.

Its total charge is +1. As for the frontier orbital gap: 7.297 eV. For the HOMO energy, the calculation gives -0.35220 Ha. Its spin multiplicity is 1. For the energy relative to the best compared isomer or geometry (same formula, charge and spin), the calculation gives 11.7 kcal per mole. The value obtained for the LUMO energy is -2.29 eV. The calculation puts the total energy at -3276.49982 hartree.

Geometry (Å):
Zn  -0.63126  -0.44271  -0.08462
C  -0.97346  -1.26110  -3.57367
C  -0.35655  -2.64102  -3.74872
N  -0.32080  -3.41324  -2.50274
C  0.97425  -3.99906  -2.16814
C  2.10457  -2.99455  -1.91189
S  1.86051  -1.65028  -0.69178
C  2.08417  -0.18662  -1.72131
C  1.08406  -0.10607  -2.87839
N  -0.30980  -0.46070  -2.52481
H  -2.02522  -1.37164  -3.30554
H  -0.93596  -0.75300  -4.54033
H  0.65674  -2.54141  -4.14232
H  -0.91890  -3.16716  -4.51990
H  -0.99925  -4.16048  -2.56435
H  1.33430  -4.66057  -2.96152
H  0.84255  -4.62440  -1.28177
H  2.41591  -2.51322  -2.84078
H  2.96176  -3.56148  -1.55626
H  3.10633  -0.15497  -2.09169
H  1.94861  0.64129  -1.02273
H  1.41253  -0.76335  -3.67933
H  1.13077  0.90551  -3.28400
H  -0.83052  0.39851  -2.40396
N  -1.19175  -2.37547  0.38568
C  -0.48587  -3.12663  1.47339
C  -0.98456  -2.84688  2.88726
C  -0.62268  -1.48404  3.45276
N  -1.25943  -0.40736  2.67793
H  -2.19331  -2.44941  0.52860
H  -0.99056  -2.79853  -0.51952
H  0.57957  -2.90011  1.40698
H  -0.60363  -4.19304  1.27785
H  -0.55490  -3.60969  3.53773
H  -2.07440  -2.98942  2.92484
H  0.45997  -1.34461  3.38890
H  -0.88299  -1.45251  4.51278
H  -0.93899  0.50281  2.99208
H  -2.26327  -0.42698  2.81977
C  2.10534  5.16010  1.75764
C  1.77483  3.69387  1.60152
C  2.62973  2.72036  2.11932
C  2.32475  1.37318  1.96161
C  3.27021  0.29708  2.44212
C  1.13942  1.04292  1.31719
C  0.22675  1.98544  0.76858
C  0.60768  3.33301  0.93094
N  -0.88058  1.48292  0.08597
C  -2.21082  2.12537  -0.08247
C  -2.56807  2.20527  -1.57148
C  -3.27387  1.24248  0.59299
C  -2.37518  3.53260  0.50568
H  3.11564  5.30294  2.14315
H  1.40976  5.63653  2.45350
H  2.02448  5.68762  0.80248
H  3.54377  3.01089  2.63418
H  3.99055  0.69884  3.15619
H  3.83244  -0.12748  1.60413
H  2.73757  -0.52789  2.92279
H  0.89548  -0.02786  1.21645
H  0.02361  4.13196  0.50018
H  -2.67609  1.20337  -2.00387
H  -1.80000  2.76247  -2.12310
H  -3.52321  2.72053  -1.71557
H  -3.18319  0.19932  0.26036
H  -4.28240  1.58482  0.34125
H  -3.16635  1.27388  1.68273
H  -1.84048  4.28610  -0.07575
H  -2.04289  3.57812  1.54650
H  -3.43741  3.79483  0.47832

Forces on atoms 1 to 2 (eV/Å):
-0.346 -0.155 0.089
0.029 -0.069 0.237